Entry from the Open Molecules 2025 dataset: a molecular structure, C29H46BrN3P2Zn at a distorted geometry (the ωB97M-V functional and the def2-TZVPD basis).

Summary:
E_tot: -172311.5203 eV
net charge: +2
strongest force on any atom: 3.17 eV/A
LUMO energy (spin up / spin down): -0.2740 / -0.2987 Eh

Geometry as XYZ:
```
82
Properties=species:S:1:pos:R:3:forces:R:3
N 4.659358 5.193047 2.915067 0.0 0.0 -0.2
C 4.129943 4.216354 3.653805 0.3 0.0 -0.7
C 4.025878 2.902248 3.204772 0.4 0.0 -0.4
C 4.568614 2.562206 1.947426 0.5 0.9 -0.1
C 5.080245 3.625818 1.147096 -0.2 -0.4 0.8
C 5.101443 4.911449 1.679549 -0.1 -0.5 0.2
C 4.595635 1.190495 1.462651 0.1 -0.2 -0.6
Zn 0.380259 -1.195730 -1.075076 -1.8 1.6 0.9
P -3.477770 -2.071479 -0.774430 -1.1 -0.9 -0.8
C 5.115968 0.846991 0.225951 0.2 -0.6 0.0
C 4.542802 -0.253179 -0.536601 -0.1 0.4 1.4
C 4.123972 -0.079424 -1.877697 -0.6 -0.1 -1.4
C 2.933781 -0.683008 -2.307886 2.3 1.0 0.3
C 2.259512 -1.406830 -1.337657 -0.8 -1.0 -0.6
C 2.889502 -2.021128 -0.274748 2.8 0.6 1.4
C 4.049211 -1.367099 0.184647 -1.6 -1.0 -0.3
Br -1.027545 -2.388151 -2.491575 -0.2 -0.2 0.0
H 4.089609 0.451869 2.103065 -0.1 0.3 -0.6
H 5.876959 1.454274 -0.259370 -0.6 0.4 -0.1
H 3.563757 2.168951 3.848711 0.1 -0.2 0.0
H 5.482988 3.433500 0.158046 -0.1 0.2 0.2
H 3.816483 4.490482 4.652084 -0.1 0.0 0.0
H 5.531305 5.724583 1.096684 -0.2 0.0 0.2
H 4.655665 0.599520 -2.553559 -0.2 0.0 0.4
H 4.502537 -1.616016 1.137208 -0.1 0.0 0.0
H 2.521478 -0.467396 -3.292328 0.0 0.0 0.3
H 2.485600 -2.856260 0.301311 0.0 0.3 -0.3
P -0.307624 1.412864 -1.196138 -0.1 0.5 -0.3
C -3.021613 -3.689805 -0.008529 0.7 0.3 0.2
C -3.292364 -5.025036 -0.699170 -0.1 -0.3 -0.2
H -3.466963 -3.686934 0.999745 0.0 0.2 -0.3
H -1.928484 -3.599338 0.133805 -0.4 0.0 0.1
H -3.070328 -5.814454 0.036013 -0.1 0.2 -0.3
H -4.340522 -5.140901 -0.998604 0.2 0.0 0.0
H -2.639858 -5.189895 -1.574757 -0.3 0.2 0.4
C -4.241652 -1.971547 -2.458545 0.5 1.1 -0.3
C -4.532448 -3.179450 -3.346157 -0.5 -0.1 0.1
H -3.518166 -1.330551 -3.004149 -0.4 -0.2 0.4
H -5.144693 -1.341572 -2.348631 0.3 -0.3 0.2
H -4.389677 -2.856355 -4.383090 -0.1 -0.3 0.2
H -3.868019 -4.015813 -3.145365 -0.1 0.0 -0.1
H -5.588555 -3.487132 -3.220325 0.6 -0.1 -0.1
C -4.774832 -1.336890 0.268493 0.8 0.8 0.5
C -6.064291 -2.134991 0.319673 -0.3 -0.2 0.0
H -4.937703 -0.320440 -0.127662 0.0 -0.3 0.2
H -4.331276 -1.242989 1.270061 -0.2 0.2 -0.1
H -6.819533 -1.525005 0.826863 0.1 -0.2 -0.1
H -6.441713 -2.364619 -0.680732 0.0 -0.1 0.2
H -5.931188 -3.060607 0.892509 -0.1 0.1 -0.2
C -1.602989 2.469391 -0.347641 0.4 -0.1 0.1
C -2.970583 1.822415 -0.191353 -0.2 0.0 0.1
H -1.685784 3.387236 -0.953910 0.1 -0.3 0.2
H -1.222213 2.782210 0.635462 -0.2 -0.1 -0.3
H -3.676810 2.577930 0.173727 0.0 -0.3 -0.1
H -3.354879 1.428607 -1.139549 0.0 0.1 0.1
H -2.950085 1.000915 0.535799 0.1 0.1 -0.1
C -0.822659 1.778687 -2.931815 -0.1 -0.1 0.1
C 0.241608 1.544531 -4.006344 -0.1 0.0 -0.2
H -1.173942 2.824057 -2.955727 0.1 -0.4 -0.1
H -1.692060 1.124615 -3.111960 0.2 0.3 -0.1
H -0.173991 1.857834 -4.976011 0.3 -0.2 0.3
H 1.155007 2.128792 -3.823882 -0.3 -0.2 -0.1
H 0.510964 0.480937 -4.083814 -0.1 0.2 0.0
C 1.224346 2.449485 -0.976526 0.1 -0.2 -0.2
C 1.310110 3.262471 0.315818 0.0 0.1 0.1
H 1.321612 3.103009 -1.857928 -0.1 -0.1 0.3
H 2.065735 1.739588 -1.011681 -0.1 0.3 -0.1
H 2.210504 3.893527 0.288495 -0.3 -0.2 0.1
H 0.439961 3.920974 0.446946 0.4 -0.1 0.0
H 1.385943 2.605437 1.196211 0.0 0.2 -0.2
C 0.979964 -2.201652 4.455832 0.1 -0.3 0.4
N 0.561173 -1.448683 3.287598 -0.1 0.4 -0.8
C 0.159969 -0.129006 3.329035 -0.2 -0.3 -0.3
C -0.171269 0.233288 2.056197 0.4 -0.7 -0.2
N 0.089118 -0.837442 1.199179 0.0 -1.3 0.5
C 0.500734 -1.847495 1.988519 -0.4 1.4 0.4
H 1.502488 -1.527987 5.137631 0.0 -0.1 -0.2
H 0.126536 -2.614902 4.999288 0.0 0.0 -0.2
H 1.647730 -3.013355 4.166227 -0.1 0.1 0.0
H 0.128337 0.431045 4.249099 0.0 -0.1 0.0
H -0.611382 1.167406 1.739698 0.3 -0.2 -0.1
H 0.721119 -2.858490 1.674929 0.1 0.2 0.0
```
Positions in Å, forces in eV/Å.

---

Entry from the Open Molecules 2025 dataset: a molecular structure, C26H65BN3O15V at a distorted geometry (the ωB97M-V functional and the def2-TZVPD basis).

Summary:
E_tot: -89554.2990 eV
net charge: -3
strongest force on any atom: 8.53 eV/A
2S+1: 2
LUMO energy (spin up / spin down): 0.1743 / 0.1743 Eh
<S²>: 0.767

Geometry as XYZ:
```
111
Properties=species:S:1:pos:R:3:forces:R:3
O 3.290720 0.437378 2.131329 0.1 0.1 0.6
V 3.474399 0.338054 0.570998 4.4 -0.5 -0.4
C 5.234500 -1.578449 -0.049665 -0.7 5.5 -6.5
O 3.972274 -1.819699 0.128566 -2.2 -0.6 1.8
O 5.670936 -0.501966 0.523733 -0.2 0.2 3.0
O 5.678706 -1.693147 -1.270748 0.9 -3.1 1.6
C 4.613335 2.426259 -0.626189 5.4 -4.5 1.3
O 4.131923 2.515314 0.573812 -1.8 1.6 0.7
O 5.798460 2.761780 -0.970008 -1.8 3.0 -0.2
O 4.240727 1.300303 -1.168541 -3.2 -1.2 -1.5
B 1.224203 0.212221 0.162973 -1.7 -0.5 -0.5
H 1.617881 1.191096 0.595339 0.4 1.9 0.5
H 1.582498 -0.637652 0.834240 0.1 -1.5 1.0
H 0.037992 0.193069 0.089930 -0.6 0.1 -0.1
H 1.714716 0.028578 -0.849832 0.6 0.2 -1.7
C 1.019560 -5.761763 -3.499346 0.1 -0.6 0.3
O 0.645362 -5.013229 -2.385235 0.1 0.1 -0.5
C -0.382151 -4.046401 -2.598696 0.4 0.0 1.9
C -0.058164 -2.841467 -1.723021 -0.3 1.2 0.0
N 1.202095 -2.220437 -2.045910 0.0 0.3 -0.2
C 1.341699 -1.741197 -3.396147 0.5 -0.2 -1.3
C 2.555071 -0.820523 -3.436993 0.7 -0.3 -0.3
O 2.894514 -0.409316 -4.768991 -0.7 0.2 0.1
C 3.798019 0.687335 -4.704294 0.0 -0.5 -0.5
H 1.389449 -5.124628 -4.307445 0.0 -0.1 -0.1
H 0.239366 -6.460434 -3.853476 -0.3 0.4 -0.2
H 1.800484 -6.445104 -3.155884 0.3 0.3 -0.1
H -1.240523 -4.548080 -2.136351 -0.7 0.4 -0.8
H -0.506984 -3.680359 -3.618592 0.0 -0.6 -0.2
H -0.112966 -3.076168 -0.659218 0.5 -0.4 -0.1
H -0.848749 -2.061780 -1.807414 -0.4 -0.4 -0.4
H 1.325525 -1.367385 -1.492263 0.0 -0.8 0.5
H 0.470685 -1.219003 -3.852879 -0.2 0.2 0.5
H 1.526013 -2.550712 -4.120888 0.1 -0.2 0.2
H 3.453754 -1.336904 -3.084311 -0.3 0.0 0.7
H 2.369227 0.053544 -2.807622 0.2 0.1 0.0
H 4.764465 0.405309 -4.276971 -0.1 0.0 0.3
H 3.369598 1.494857 -4.108440 0.2 0.2 -0.1
H 3.960490 0.958609 -5.751320 0.0 0.4 0.1
C -7.000377 -0.860225 -1.832260 -0.8 0.8 0.6
O -7.790451 -0.536990 -0.694188 -0.1 -0.5 1.1
C -8.259872 0.784357 -0.552848 -0.4 0.4 -1.4
C -7.194497 1.860053 -0.343448 0.3 -1.4 0.1
N -6.552659 2.309574 -1.562098 -0.3 0.6 -0.6
C -5.427221 3.203717 -1.360897 -0.1 0.3 1.3
C -4.195997 2.595032 -0.696841 0.8 0.8 -1.0
O -3.655257 1.568769 -1.489539 -0.5 -0.2 -0.4
C -2.255839 1.365982 -1.291734 -0.2 -0.2 -0.4
H -6.842157 -1.931737 -1.767934 0.3 0.0 -0.1
H -6.073607 -0.290736 -1.786226 0.3 -0.4 -0.3
H -7.581107 -0.615323 -2.730780 0.3 0.0 -0.2
H -8.988852 0.855272 0.255888 0.3 -0.6 0.4
H -8.882528 0.982034 -1.443092 0.3 0.4 -0.1
H -6.469552 1.355239 0.314959 0.0 0.3 0.3
H -7.672520 2.667430 0.213993 0.3 0.3 -0.2
H -6.198546 1.548024 -2.121625 -0.2 -0.2 0.1
H -5.720320 3.980768 -0.640001 -0.3 0.1 -0.2
H -5.188989 3.748880 -2.274163 0.2 -0.4 -0.2
H -4.380676 2.300575 0.341603 0.0 -0.2 0.0
H -3.455863 3.409872 -0.701226 0.0 0.0 0.5
H -1.700750 2.296077 -1.430395 -0.1 0.1 0.4
H -1.880827 0.733549 -2.094933 -0.2 -0.4 0.2
H -2.105201 0.905647 -0.318330 0.4 0.1 0.0
C 2.128442 -0.133199 7.502983 0.3 -1.2 -0.6
O 2.923425 -0.415483 6.370957 -0.4 0.2 0.5
C 2.216668 -1.051703 5.314623 0.1 0.2 -1.3
C 3.028849 -2.235647 4.801239 -0.4 0.0 -0.2
N 2.155810 -3.148696 4.042591 0.1 0.7 0.9
C 1.625290 -2.526056 2.815876 1.4 -0.9 -1.1
C 0.752154 -3.571845 2.171659 -1.7 0.6 1.3
O 1.475072 -4.717340 1.805218 0.2 0.2 -0.7
C 0.643045 -5.794599 1.501982 -0.1 0.0 0.1
H 1.668783 -1.088638 7.798775 -0.2 0.2 0.4
H 1.314194 0.570101 7.301663 0.2 0.3 0.1
H 2.830251 0.179409 8.274217 -0.3 0.3 0.1
H 2.029385 -0.304333 4.537544 0.3 0.0 -0.1
H 1.213292 -1.451865 5.520063 0.1 0.1 0.9
H 3.388836 -2.765600 5.689133 0.1 -0.1 0.0
H 3.885923 -1.934392 4.188747 0.0 0.3 0.1
H 2.778451 -3.889170 3.740722 -0.3 -0.1 -0.2
H 2.476828 -2.296949 2.159272 -0.1 0.0 -0.3
H 1.132522 -1.556878 2.885048 -0.3 -0.2 0.7
H 0.040930 -3.119098 1.466748 0.8 -0.3 -1.0
H 0.020506 -3.886664 2.945755 0.2 -0.1 0.3
H 0.010462 -5.618015 0.622140 0.0 0.2 0.1
H 0.010580 -6.002171 2.379733 -0.2 -0.2 -0.1
H 1.252537 -6.669963 1.273841 0.1 0.1 0.1
C -0.068255 4.722009 -1.070176 0.8 0.7 -0.6
C 1.177811 3.997713 -1.550902 1.0 -1.1 0.4
C 0.979368 3.327050 -2.918481 -0.1 0.1 0.1
O 2.302861 4.881229 -1.635246 -0.4 0.8 -0.1
H -0.915417 4.077201 -0.859905 0.1 -0.1 0.0
H -0.317885 5.389519 -1.904811 -0.3 0.3 0.3
H 0.210177 5.290859 -0.182574 -0.3 0.1 0.0
H 1.504213 3.277415 -0.796369 -0.5 -0.5 -0.1
H 1.173750 2.255122 -2.896349 -0.1 0.0 0.1
H 1.688970 3.773185 -3.615557 0.0 0.0 0.0
H -0.030174 3.516042 -3.299745 0.0 -0.2 0.0
H 3.023266 4.540630 -1.088896 -0.1 -0.2 0.0
C 0.950476 3.198595 2.567561 -1.4 0.3 0.5
C -0.404429 2.479545 2.833835 -0.2 -0.6 -1.2
C -1.470512 2.820125 1.793330 -0.4 0.8 0.1
O -0.205014 1.078245 2.730457 -0.3 -0.2 0.6
H 1.745115 2.464889 2.693673 0.2 0.2 -0.2
H 1.058237 4.045389 3.252434 0.2 -0.1 0.1
H 0.916173 3.629132 1.567075 0.4 -0.3 -0.1
H -0.878889 2.726784 3.788977 0.5 -0.3 0.4
H -2.403547 2.249180 1.849093 0.2 -0.3 0.6
H -1.112167 2.621728 0.784804 0.3 0.4 0.0
H -1.785055 3.859740 1.962682 0.2 0.1 -0.6
H 0.073252 0.923728 1.806439 0.2 -0.3 0.3
```
Positions in Å, forces in eV/Å.